Entry 1:
Entry from the OMol25 dataset: a cluster of 2 separate species, C3H10NP in total (ωB97M-V with the def2-TZVPD basis set).

**Molar mass**: 91.09 g/mol
**Frontier orbital gap (spin up / spin down)**: 0.331 / 0.250 hartree
**Energy**: -516.24655 Ha
**ΔE to the lowest compared entry with this formula, charge and spin**: 428.9 kJ/mol

XYZ file:
```
15
C3H10NP, DFT ωB97M-V with the def2-TZVPD basis set
H -0.48449 0.17428 1.57203
H 3.42215 -0.04368 0.13738
C -1.11564 1.42933 0.06135
H -0.40100 -2.01790 0.25323
C -0.40179 0.19174 0.54994
N 2.55735 -0.55249 0.22805
H -0.51428 2.25032 0.43092
H 0.25323 0.44185 -2.63369
H 2.63131 -1.50634 0.62302
H -1.04515 1.21333 -1.06284
H -2.15560 1.37577 0.56259
P 1.33026 0.54412 -0.05021
H -2.06053 -1.31509 0.38962
H -1.02230 -1.08672 -1.11530
C -0.99349 -1.09851 0.05389
```

---

Entry 2:
Entry from the OMol25 dataset: the molecule C4H8O2 (ωB97M-V with the def2-TZVPD basis set).

**Structure (SMILES)**: COCC(C)=O
**Molar mass**: 88.11 g/mol
**Frontier orbital gap**: 0.381 hartree
**Energy**: -307.65928 Ha
**ΔE to the lowest compared entry with this formula, charge and spin**: 139.6 kJ/mol

XYZ file:
```
14
C4H8O2, DFT ωB97M-V with the def2-TZVPD basis set
H 2.82525 0.31690 -0.42340
H 0.62818 0.15675 1.89445
C 1.73888 0.44723 -0.45841
H -2.66040 -0.34915 -0.77458
H -1.27827 0.43234 -1.54092
C 0.20742 -0.46385 1.08914
C -1.07685 0.18541 0.57766
H -0.05251 -1.43984 1.51782
C -1.56978 -0.29209 -0.77240
H -1.12787 -1.25542 -1.03594
H 1.42698 0.62562 -1.49748
H 1.45855 1.33517 0.12013
O -1.65632 1.02268 1.23597
O 1.13674 -0.72175 0.06795
```

---

Entry 3:
Entry from the OMol25 dataset: a structure of composition C20H56CaF6O21S2 (ωB97M-V with the def2-TZVPD basis set).

**Molar mass**: 850.85 g/mol
**Frontier orbital gap**: 0.325 hartree
**Energy**: -4448.93102 Ha

XYZ file:
```
106
C20H56CaF6O21S2, DFT ωB97M-V with the def2-TZVPD basis set
O -5.23258 -4.10462 1.97512
C 2.34832 2.70073 -1.60722
O -2.10331 -2.45224 -3.15193
O -1.45218 -1.28781 -0.51738
H -3.25354 5.86572 4.11764
H 5.27828 -1.52179 1.04099
H 3.96738 3.49224 -2.76795
H -1.54460 1.31960 -3.73733
H 4.58481 4.20609 1.45562
O 4.07193 -3.68608 -1.57793
O -1.71695 -5.23463 -2.49745
H 1.48431 2.04642 4.37080
O -1.63876 1.14684 -0.69787
H -1.04338 -5.91210 -2.38351
H 2.29282 0.10370 3.02742
H 5.19235 -2.05844 -2.23233
H -2.38017 -1.58621 -3.56615
Ca -2.21601 -3.44092 -0.91218
S -0.77839 -0.00905 -0.64469
H -1.39955 0.99766 -5.49288
O 3.49044 0.25761 4.71814
C -5.26887 -1.51493 2.35375
C 2.15186 0.03997 4.10784
C -1.55512 0.54482 -4.51083
O 4.41688 -3.41646 1.27043
C 1.21191 1.04423 4.73581
O -3.77501 2.87209 -0.40715
H -2.10120 -3.12452 -5.13941
H 2.06640 4.20856 4.03883
C 3.11079 -1.49913 -2.05984
H 1.36988 1.22513 -2.39619
H -1.70127 -5.44843 -4.57527
H 4.66505 -2.02094 2.67121
F -4.44893 -0.50667 2.48185
O -4.56254 2.44735 -3.17694
H 1.85227 -0.98687 4.35190
F -5.86401 -1.69849 3.52921
H 4.12105 -2.78750 -3.41528
H -2.59652 4.77160 2.04332
H -3.06648 3.74227 3.45996
C -1.47790 -4.67667 -3.82849
O -1.14994 -3.62137 1.27259
C -4.87975 1.54978 -2.10063
O -2.33797 5.61133 3.95960
C -5.00688 2.31422 -0.79330
H -5.72558 3.11172 -0.97967
C -0.98207 3.85679 3.05868
H 1.17286 -1.33904 -2.27271
H 0.80087 -3.25591 -1.79177
H 2.94260 2.50680 2.19656
F 1.01506 -0.95707 0.94595
S -4.29001 -3.01841 1.94744
H 1.64709 -4.76875 -0.15089
H 3.78589 4.13692 3.84998
C 0.00978 -4.45657 1.17126
H -5.85352 1.12494 -2.37496
C 0.22730 0.13557 0.88814
H 3.64732 -4.33626 -2.13695
O 3.69991 4.20697 1.06310
H -1.46465 -3.59325 2.19613
H -0.69970 -0.08924 -4.29169
H 4.38373 -3.49921 0.29512
C 4.50213 -2.05800 1.59749
H 3.01570 -1.43432 -0.96826
O -3.74732 -2.74986 0.60205
H -3.65714 2.76039 -3.04566
H 1.44629 3.12525 -1.14977
O 0.15343 -3.66462 -1.15491
O 2.03327 1.87827 -2.70181
H 2.94511 5.69838 -2.55346
F -6.20349 -1.24760 1.44223
C -2.31391 -3.47455 -4.13185
H -5.38355 1.64053 -0.02286
O 0.17093 -0.03314 -1.76816
H 0.17915 0.90371 4.40714
C 0.91388 -3.98526 0.04781
H -3.01377 2.22742 -0.52377
H 1.79755 3.57047 1.59144
H -4.16142 0.72725 -2.04657
H 3.56235 -1.52423 1.37883
O 1.90836 -1.94861 -2.62113
F 0.95221 1.21959 0.86298
C 3.21089 3.83789 -2.04738
O 2.42369 4.89329 -2.56986
H 4.09620 0.45164 3.99870
H 2.83687 5.49136 3.18631
H -0.41525 -4.42018 -3.93261
O -2.76798 -0.20762 -4.48804
H -3.37451 -3.76940 -4.09130
H -3.52493 0.38535 -4.61251
H 1.35318 1.12649 5.80754
H 1.39222 -3.05469 0.36418
H -0.26079 4.50950 2.55998
H 2.90840 2.14792 -0.83861
C 2.80356 3.59109 2.03298
F -0.57259 0.14130 1.92173
H 3.40338 -0.52365 -2.46121
H -0.23087 -5.52894 1.06142
O -3.28409 -3.09703 2.98107
H 3.77927 4.17285 -1.16894
H -1.00796 2.92660 2.48059
C 4.20137 -2.48805 -2.36370
C -2.36125 4.48480 3.07243
H 0.59348 -4.39437 2.09626
H -0.60957 3.60254 4.05160
C 2.86571 4.41218 3.31198
```

---

Entry 4:
Entry from the OMol25 dataset: a cluster of 6 separate species, C12H15Cl6F3O9 in total (ωB97M-V with the def2-TZVPD basis set).

**Structure (SMILES)**: O=C1OC[C@@H](F)O1.O=C1OC[C@@H](F)O1.O=C1OC[C@@H](F)O1.ClCCl.ClCCl.ClCCl
**Molar mass**: 572.96 g/mol
**Frontier orbital gap**: 0.391 hartree
**Energy**: -4204.14604 Ha

XYZ file:
```
45
C12H15Cl6F3O9, DFT ωB97M-V with the def2-TZVPD basis set
H 17.07841 0.24100 -35.74150
F 18.36627 1.68019 -35.86203
Cl 20.31050 -6.29051 -34.25767
O 15.45427 2.79768 -32.90366
F 18.53447 -2.92535 -32.22104
O 16.92284 1.66585 -34.23408
H 19.97887 -4.18008 -35.31879
Cl 22.16320 -4.20645 -34.44641
C 14.75165 -7.67170 -28.75947
C 15.79919 2.36715 -34.05369
H 16.92311 -3.56413 -31.30135
Cl 18.43017 -2.82835 -38.23503
H 15.51708 1.39011 -36.77222
H 18.22066 -5.14249 -33.13114
C 20.75524 -4.94465 -35.29076
C 14.74156 -5.64174 -29.74654
H 20.91027 -5.18288 -36.34306
Cl 15.18991 -0.74397 -27.49263
H 16.12193 -2.53339 -37.84693
Cl 15.64219 -0.69226 -30.32509
H 14.18348 -2.14904 -29.20363
C 16.07025 -7.47140 -29.48028
F 15.95150 -8.36037 -30.52532
H 16.46781 -2.26845 -39.55985
C 16.58435 -2.94855 -34.40703
C 17.17744 1.30036 -35.50477
C 17.29212 -3.40873 -32.31515
C 16.14964 2.09327 -36.23042
O 17.06261 -4.18736 -34.47774
H 16.46564 -5.28272 -32.73201
O 13.96841 -6.63396 -29.37198
O 14.44008 -4.51147 -30.08898
C 15.16570 -1.71389 -29.01931
H 14.85582 -7.44478 -27.69845
Cl 16.84617 -0.32947 -38.19988
O 16.23938 -2.24644 -35.36280
C 16.82717 -2.08571 -38.54715
H 15.87472 -2.52257 -28.84202
C 17.24399 -4.66040 -33.17360
H 14.38498 -8.68997 -28.88893
H 16.65585 2.82741 -36.85721
O 15.37165 2.69509 -35.27363
O 16.09587 -6.09114 -29.84138
O 16.60716 -2.51013 -33.16164
H 16.86929 -7.85884 -28.84821
```